No. 1
{
  "formula": "C10H11N3O",
  "method": "the ωB97M-V functional and the def2-TZVPD basis",
  "e_tot_ha": -627.0924,
  "e_homo_ha": -0.287,
  "multiplicity": 1,
  "e_above_lowest_kj_mol": 219.6,
  "gap_ev": 8.39,
  "lumo_ev": 0.57,
  "symbols": ["C", "C", "C", "C", "C", "C", "C", "C", "C", "C", "N", "N", "N", "O", "H", "H", "H", "H", "H", "H", "H", "H", "H", "H", "H"],
  "xyz": [[-3.007, -2.893, 1.187], [-3.406, -1.964, 0.170], [-1.649, -2.925, 1.523], [-2.513, -1.021, -0.361], [-0.772, -1.972, 1.043], [-1.204, -1.086, 0.084], [0.840, -0.697, 0.633], [0.050, 0.845, -1.044], [2.089, 1.103, -0.484], [2.498, 2.378, 0.118], [0.557, -1.734, 1.345], [-0.129, -0.356, -0.242], [2.047, -0.036, 0.441], [2.740, 0.763, -1.686], [-3.746, -3.449, 1.767], [-4.460, -2.128, -0.270], [-1.240, -3.721, 2.219], [-2.705, -0.379, -1.232], [-0.675, 1.664, -0.724], [0.072, 0.668, -2.142], [2.988, 2.912, -0.644], [3.301, 2.143, 0.944], [1.704, 2.926, 0.663], [2.827, -0.051, 1.156], [2.808, -0.087, -1.967]]
}

***

No. 2
{
  "formula": "C10H11N3O",
  "method": "the ωB97M-V functional and the def2-TZVPD basis",
  "e_tot_ha": -626.9957,
  "e_homo_ha": -0.274,
  "multiplicity": 1,
  "e_above_lowest_kj_mol": 473.5,
  "gap_ev": 7.73,
  "lumo_ev": 0.28,
  "symbols": ["C", "C", "C", "C", "C", "C", "C", "C", "C", "C", "N", "N", "N", "O", "H", "H", "H", "H", "H", "H", "H", "H", "H", "H", "H"],
  "xyz": [[2.298, -2.001, -0.590], [2.062, -2.137, 0.700], [1.864, -0.943, -1.295], [1.170, -1.252, 1.337], [1.053, -0.023, -0.633], [0.707, -0.163, 0.703], [-2.074, -0.283, -0.660], [-3.431, -0.780, -0.716], [-0.249, 2.138, 0.778], [-0.340, 0.705, 1.202], [-2.768, -0.110, 1.390], [-4.203, -1.244, -1.622], [-1.864, 0.168, 0.519], [-3.799, -0.691, 0.685], [2.904, -2.762, -1.038], [2.518, -2.827, 1.447], [2.070, -0.639, -2.317], [0.896, -1.305, 2.427], [0.550, 0.773, -1.143], [-1.420, 0.024, -1.428], [-1.111, 2.769, 0.856], [0.065, 2.101, -0.256], [0.491, 2.568, 1.412], [-0.818, 0.434, 2.215], [-5.151, -1.435, -1.151]]
}

***

No. 3
{
  "formula": "C10H11N3O2",
  "method": "the ωB97M-V functional and the def2-TZVPD basis",
  "e_tot_ha": -702.2812,
  "e_homo_ha": -0.301,
  "multiplicity": 1,
  "e_above_lowest_kj_mol": 386.4,
  "gap_ev": 8.53,
  "lumo_ev": 0.34,
  "symbols": ["C", "C", "C", "C", "C", "C", "C", "C", "C", "C", "N", "N", "N", "O", "O", "H", "H", "H", "H", "H", "H", "H", "H", "H", "H", "H"],
  "xyz": [[-2.583, -1.346, -0.795], [-3.150, -0.670, 0.281], [-1.230, -1.293, -0.938], [-2.462, 0.090, 1.120], [-0.490, -0.583, -0.084], [-1.108, 0.155, 0.996], [1.554, 0.281, -1.290], [1.144, 1.715, -0.994], [1.202, 0.650, 1.079], [0.974, -0.464, -0.077], [-0.102, 0.847, 1.724], [1.635, 1.914, 0.426], [1.797, -1.692, 0.228], [2.641, -1.955, -0.577], [1.637, -2.247, 1.314], [-3.107, -1.953, -1.417], [-4.249, -0.679, 0.460], [-0.833, -1.948, -1.668], [-2.950, 0.604, 2.008], [1.126, -0.020, -2.264], [2.670, 0.202, -1.162], [1.579, 2.403, -1.673], [0.108, 1.978, -1.006], [2.032, 0.377, 1.845], [-0.455, 1.812, 2.121], [2.623, 1.823, 0.342]]
}

***

No. 4
{
  "formula": "C10H11N4O",
  "method": "the ωB97M-V functional and the def2-TZVPD basis",
  "e_tot_ha": -681.6280,
  "e_homo_ha": -0.462,
  "multiplicity": 1,
  "e_above_lowest_kj_mol": 0.0,
  "total_charge": 1,
  "gap_ev": 9.07,
  "lumo_ev": -3.50,
  "symbols": ["N", "C", "N", "C", "N", "C", "C", "O", "C", "C", "C", "C", "C", "C", "N", "H", "H", "H", "H", "H", "H", "H", "H", "H", "H", "H"],
  "xyz": [[-2.361, 2.602, 0.890], [-2.193, 1.310, 0.593], [-2.732, 0.528, -0.402], [-2.143, -0.705, -0.156], [-1.343, -0.647, 0.949], [-0.542, -1.779, 1.501], [0.384, -2.265, 0.287], [0.480, -3.417, -0.014], [1.100, -1.092, -0.476], [0.712, -0.635, -1.796], [1.411, 0.497, -2.412], [2.477, 1.154, -1.667], [2.883, 0.673, -0.338], [2.198, -0.449, 0.277], [-1.345, 0.610, 1.443], [-1.883, 3.050, 1.663], [-3.053, 3.136, 0.370], [-2.321, -1.599, -0.795], [-1.182, -2.595, 1.910], [0.153, -1.326, 2.259], [-0.127, -1.162, -2.300], [1.083, 0.840, -3.424], [2.972, 2.030, -2.137], [3.691, 1.183, 0.229], [2.473, -0.823, 1.296], [-0.794, 0.882, 2.251]]
}

***

No. 5
{
  "formula": "C10H11NO2",
  "method": "the ωB97M-V functional and the def2-TZVPD basis",
  "e_tot_ha": -592.6547,
  "e_homo_ha": -0.327,
  "multiplicity": 1,
  "e_above_lowest_kj_mol": 707.7,
  "gap_ev": 8.38,
  "lumo_ev": -0.51,
  "symbols": ["C", "C", "C", "C", "C", "C", "C", "C", "C", "C", "N", "O", "O", "H", "H", "H", "H", "H", "H", "H", "H", "H", "H", "H"],
  "xyz": [[0.014, -0.435, -3.260], [0.121, 0.773, -2.508], [-0.014, -1.596, -2.434], [0.159, 0.867, -1.148], [-0.098, -1.523, -1.040], [0.029, -0.261, -0.358], [2.262, 0.490, 1.397], [1.050, 0.196, 1.891], [-1.539, 1.363, 1.573], [-0.122, -0.199, 1.106], [-0.925, -1.166, 1.755], [-0.728, -1.374, 2.904], [-1.856, -1.664, 1.132], [-0.038, -0.494, -4.360], [0.316, 1.754, -2.962], [-0.107, -2.588, -2.703], [0.416, 1.820, -0.755], [-0.270, -2.492, -0.621], [2.945, 1.110, 1.886], [2.554, 0.203, 0.452], [0.897, 0.490, 2.908], [-2.032, 1.960, 0.870], [-2.210, 0.807, 2.086], [-0.823, 1.959, 2.191]]
}

***

No. 6
{
  "formula": "C10H11NO3S",
  "method": "the ωB97M-V functional and the def2-TZVPD basis",
  "e_tot_ha": -1066.2001,
  "e_homo_ha": -0.371,
  "multiplicity": 1,
  "e_above_lowest_kj_mol": 430.0,
  "gap_ev": 9.92,
  "lumo_ev": -0.18,
  "symbols": ["C", "C", "C", "C", "C", "C", "C", "C", "C", "C", "N", "O", "O", "O", "S", "H", "H", "H", "H", "H", "H", "H", "H", "H", "H", "H"],
  "xyz": [[2.727, 1.964, 1.115], [2.659, 1.839, -0.305], [1.537, 2.087, 1.881], [1.387, 1.785, -0.945], [0.346, 1.899, 1.279], [0.260, 1.847, -0.095], [-3.110, 0.778, 0.979], [-1.304, -0.350, -1.380], [-1.562, -1.047, -0.066], [-1.838, -2.557, -0.177], [-2.561, 1.806, 0.267], [-3.946, 0.858, 1.811], [-1.505, 2.450, -1.835], [-2.706, -0.499, 0.627], [-1.396, 1.550, -0.728], [3.754, 1.940, 1.453], [3.454, 1.739, -0.978], [1.449, 2.177, 3.018], [1.180, 1.559, -2.037], [-0.611, 1.831, 1.936], [-0.355, -0.556, -1.724], [-2.171, -0.596, -1.985], [-0.732, -0.711, 0.500], [-2.875, -2.565, 0.018], [-1.200, -3.040, 0.583], [-1.618, -2.748, -1.208]]
}

***

No. 7
{
  "formula": "C10H11NO3S",
  "method": "the ωB97M-V functional and the def2-TZVPD basis",
  "e_tot_ha": -1066.1618,
  "e_homo_ha": -0.305,
  "multiplicity": 1,
  "e_above_lowest_kj_mol": 530.6,
  "gap_ev": 8.16,
  "lumo_ev": -0.14,
  "symbols": ["C", "C", "C", "C", "C", "C", "C", "C", "C", "C", "N", "O", "O", "O", "S", "H", "H", "H", "H", "H", "H", "H", "H", "H", "H", "H"],
  "xyz": [[3.416, 0.272, -2.073], [3.604, -0.285, -0.869], [2.301, 0.981, -2.399], [2.548, -0.253, 0.044], [1.308, 1.121, -1.492], [1.391, 0.458, -0.286], [-1.130, -1.033, 0.017], [-2.006, -0.530, 0.918], [-3.448, -0.761, 0.677], [-1.572, -0.735, 2.398], [0.350, 0.638, 0.690], [-0.706, -1.541, -0.951], [-1.633, 2.154, 1.406], [-1.400, 1.591, -0.953], [-1.047, 1.332, 0.410], [4.203, 0.074, -2.875], [4.527, -0.987, -0.592], [2.279, 1.356, -3.329], [2.728, -0.807, 0.979], [0.392, 1.620, -1.847], [-3.792, -0.906, -0.269], [-3.983, 0.250, 1.018], [-3.884, -1.602, 1.200], [-0.906, 0.024, 2.774], [-1.136, -1.720, 2.376], [-2.403, -0.712, 3.028]]
}

***

No. 8
{
  "formula": "C10H11NS2",
  "method": "the ωB97M-V functional and the def2-TZVPD basis",
  "e_tot_ha": -1238.5432,
  "e_homo_ha": [-0.290, -0.290],
  "multiplicity": 1,
  "e_above_lowest_kj_mol": 587.5,
  "gap_ev": [7.62, 7.62],
  "lumo_ev": [-0.29, -0.28],
  "symbols": ["C", "C", "C", "C", "C", "C", "C", "C", "C", "C", "N", "S", "S", "H", "H", "H", "H", "H", "H", "H", "H", "H", "H", "H"],
  "xyz": [[0.469, -1.749, -1.998], [0.612, -0.682, -2.925], [-0.269, -1.464, -0.819], [0.176, 0.577, -2.650], [-0.631, -0.182, -0.680], [-0.389, 0.882, -1.403], [0.397, -1.846, 2.203], [1.118, -0.789, 1.866], [-1.259, -0.015, 1.781], [-0.574, 2.359, -0.981], [0.258, 1.211, 3.618], [-1.326, -1.617, 2.237], [0.285, 0.839, 2.107], [0.873, -2.749, -2.327], [1.112, -0.814, -3.834], [-0.621, -2.279, -0.001], [0.358, 1.332, -3.451], [0.668, -2.820, 2.507], [2.175, -0.716, 1.843], [-2.123, 0.580, 1.811], [-1.453, 2.671, -1.454], [-0.579, 2.366, 0.155], [0.369, 2.741, -1.373], [0.355, 2.165, 3.769]]
}